Record 1
Here is the molecule C5H11NOS from the Open Molecules 2025 dataset. Energies are from ωB97M-V/def2-TZVPD.

Structure (XYZ):
```
19
C5H11NOS (ωB97M-V/def2-TZVPD)
C 2.2253 -0.0102 1.9808
S 2.1948 -0.7419 0.3699
C 0.3435 -1.3285 0.4073
C -0.3570 -0.7446 -0.7917
C -0.7433 0.7648 -0.5666
N -1.8956 0.9368 0.4281
C -3.2315 0.8345 0.0328
O -3.5847 0.3260 -1.0355
H 3.2006 -0.1109 2.3792
H 1.6184 -0.6528 2.7299
H 1.8908 1.0406 1.8979
H 0.4407 -2.4405 0.3837
H -0.1203 -1.0320 1.3084
H -1.2301 -1.4340 -0.9477
H 0.3581 -0.8732 -1.5707
H -1.1157 1.0195 -1.6235
H 0.2185 1.3886 -0.4294
H -1.7782 1.4602 1.1775
H -3.9200 1.5267 0.4958
```

Properties
Structure (SMILES) = CSCCCNC=O
ΔE to the lowest compared entry with this formula, charge and spin = 2.122 eV

=====

Record 2
Here is a 2-piece molecular cluster, C2H7NO3P overall from the Open Molecules 2025 dataset. Energies are from ωB97M-V/def2-TZVPD.

Structure (XYZ):
```
14
C2H7NO3P (ωB97M-V/def2-TZVPD)
C 0.0690 -1.6441 -0.8280
C -0.8126 -0.4390 -1.0558
N 2.4400 1.8236 1.3463
O -2.2855 -0.4894 1.3169
O -3.2577 0.9280 -0.5063
O -0.5506 0.8127 -0.2535
P -2.0873 0.2213 0.0575
H -0.5435 -2.4658 -1.0460
H 1.0010 -1.4921 -1.4058
H 0.4191 -1.6814 0.2191
H -0.9634 -0.2936 -2.0670
H 2.7560 1.1440 0.6263
H 1.4451 2.0539 1.2218
H 2.3706 1.5220 2.3746
```

Properties
Net charge = -1
ΔE to the lowest compared entry with this formula, charge and spin = 1.347 eV

=====

Record 3
Here is a 2-piece molecular cluster, C16H24F2N2O3 overall from the Open Molecules 2025 dataset. Energies are from ωB97M-V/def2-TZVPD.

Structure (XYZ):
```
47
C16H24F2N2O3 (ωB97M-V/def2-TZVPD)
C -1.9166 0.2719 5.8962
N -2.0214 -0.3081 4.5582
C -1.1419 -0.1007 3.5673
O -0.1312 0.5703 3.7450
C -1.3876 -0.8080 2.2079
C -1.3427 0.0847 0.9399
C -0.0951 0.9688 0.7432
C 1.2014 0.1607 0.7020
C -0.2104 1.7462 -0.5694
N -2.5744 -1.6883 2.1628
C -3.8788 -1.4167 2.2675
C -4.4116 0.0039 2.2511
O -4.6676 -2.3380 2.3897
H -1.6089 1.3176 5.8243
H -1.1690 -0.2716 6.4763
H -2.8782 0.2158 6.4084
H -2.8019 -0.9183 4.3677
H -0.5383 -1.4850 2.1181
H -2.2008 0.7525 0.9491
H -1.4393 -0.5635 0.0674
H -0.0374 1.7027 1.5439
H 1.1733 -0.5684 -0.1076
H 2.0394 0.8401 0.5569
H 1.3551 -0.3500 1.6515
H -1.1290 2.3325 -0.5716
H 0.6335 2.4291 -0.6567
H -0.2129 1.0607 -1.4176
H -2.3848 -2.6784 2.1195
H -5.4108 0.0052 2.6854
H -3.7765 0.6776 2.8182
H -4.4774 0.3389 1.2183
O 4.0743 -1.4940 -6.3423
C 2.9454 -1.7433 -5.5056
C 2.8357 -0.6032 -4.5269
C 2.1948 0.5830 -4.9175
C 2.1084 1.6674 -4.0397
C 2.6738 1.5750 -2.7650
C 3.3203 0.4026 -2.3631
F 3.8863 0.3421 -1.1351
C 3.3971 -0.6919 -3.2386
F 4.0298 -1.8230 -2.8407
H 4.8633 -1.3503 -5.7914
H 2.0376 -1.8118 -6.1138
H 3.0628 -2.6999 -4.9850
H 1.7712 0.6646 -5.9152
H 1.6145 2.5832 -4.3535
H 2.6266 2.4153 -2.0795
```

Properties
Structure (SMILES) = CNC(=O)[C@H](CC(C)C)NC(C)=O.OCc1cccc(F)c1F

=====

The calculation returns the following strongest force on any atom values, one per record and in order: 0.1131, 0.0615, 0.0378 Eh/bohr.
The calculation returns the following E_HOMO values, one per record and in order: -0.31671, -0.16763, -0.35114 Ha.
The calculation returns the following HOMO-LUMO gap values, one per record and in order: 9.39, 8.39, 10.17 eV.